C28H27DyIN3Te as an isolated structure in a non-equilibrium geometry. Source: the Open Molecules 2025 dataset; level of theory: ωB97M-V/def2-TZVPD.

Each line ends with the Mulliken spin population.
CARTESIAN COORDINATES (ANGSTROEM)
Dy1 0.000 0.000 0.000  4.96
C1 -2.074 -1.728 1.408  0.00
C2 -0.883 -2.090 2.073  0.00
C3 -0.082 -2.809 1.157  0.00
C4 -0.807 -2.957 -0.043  0.01
C5 -2.035 -2.277 0.111  -0.01
C6 -3.131 -2.116 -0.878  0.00
C7 -0.361 -3.765 -1.210  0.00
C8 1.340 -3.188 1.363  0.00
C9 -0.550 -1.876 3.506  0.00
C10 -3.185 -0.878 1.910  0.00
H1 -3.293 -1.060 -1.098  0.00
H2 -4.063 -2.515 -0.472  0.00
H3 -2.925 -2.641 -1.812  0.00
H4 0.570 -3.381 -1.629  0.00
H5 -1.112 -3.778 -1.998  0.00
H6 -0.190 -4.801 -0.911  0.00
H7 1.989 -2.370 1.045  0.00
H8 1.609 -4.070 0.778  0.00
H9 1.551 -3.385 2.414  0.00
H10 0.369 -1.300 3.620  0.00
H11 -0.407 -2.835 4.009  0.00
H12 -1.351 -1.359 4.032  0.00
H13 -3.297 0.008 1.284  0.00
H14 -3.017 -0.540 2.932  0.00
H15 -4.130 -1.420 1.878  0.00
I1 -1.096 -0.025 -2.665  0.00
C11 -2.048 1.829 -2.366  0.00
C12 -2.791 2.341 -3.435  0.00
C13 -3.445 3.563 -3.304  0.00
C14 -3.359 4.275 -2.107  0.00
C15 -2.619 3.776 -1.023  0.00
C16 -2.534 4.495 0.182  0.00
C17 -1.798 4.003 1.261  0.00
C18 -1.138 2.786 1.149  -0.02
C19 -1.217 2.067 -0.042  0.03
C20 -1.949 2.535 -1.147  -0.03
H16 -2.868 1.800 -4.374  0.00
H17 -4.023 3.963 -4.133  0.00
H18 -3.879 5.228 -2.026  0.00
H19 -3.044 5.451 0.289  0.00
H20 -1.742 4.571 2.186  0.00
H21 -0.562 2.389 1.979  0.00
N1 4.174 0.956 4.731  0.00
C21 3.159 0.406 4.608  0.00
N2 1.890 -0.296 4.501  0.00
C22 1.375 -0.176 3.146  0.00
N3 0.927 -0.105 2.077  0.02
Te1 1.820 2.364 0.408  0.02
C23 3.106 4.021 0.706  -0.01
C24 4.358 4.057 0.080  0.00
C25 5.207 5.151 0.277  0.00
C26 4.806 6.209 1.099  0.00
C27 3.556 6.174 1.725  0.00
C28 2.706 5.080 1.529  0.00
H22 4.672 3.241 -0.557  0.00
H23 6.175 5.179 -0.208  0.00
H24 5.464 7.056 1.251  0.00
H25 3.246 6.992 2.361  0.00
H26 1.739 5.056 2.015  0.00
H27 1.486 -0.029 -1.414  0.02

Properties
2S+1 = 6
LUMO (alpha / beta) = 3.9 / 3.9 eV
HOMO level (alpha / beta) = -0.5 / -0.6 eV
Kohn-Sham gap (alpha / beta) = 4.487 / 4.495 eV
total charge = -2
energy above the lowest of the compared OMol25 structures with the same formula, charge and spin = 1.546 eV
<S²> = 9.340